{
  "formula": "C2H7OPS",
  "method": "wB97M-V/def2-TZVPD",
  "homo_lumo_gap_ev": 9.173,
  "smiles": "C[PH]#S(C)=O",
  "elements": ["C", "P", "S", "C", "O", "H", "H", "H", "H", "H", "H", "H"],
  "coordinates": [[1.401120, -0.956037, 0.392481], [-0.080657, -1.433833, -0.594055], [-1.434832, -0.036668, 0.427512], [-0.467007, 1.758174, -0.446500], [-2.811544, -0.185594, 0.019472], [2.059894, -1.803957, 0.335282], [1.116190, -0.841052, 1.527989], [1.858635, 0.012769, -0.036526], [-0.601720, -2.383109, 0.327781], [-1.152138, 2.701383, -0.465463], [-0.355840, 1.439066, -1.531431], [0.467899, 1.728860, 0.043458]],
  "forces_ev_per_angstrom": [[-0.7, 1.7, 1.6], [-0.5, 0.2, -0.2], [2.8, 2.8, 0.5], [-3.2, -1.5, -2.0], [-1.6, -0.3, -1.0], [0.6, -0.1, -0.1], [0.6, 0.1, -2.2], [-0.5, -1.8, 0.8], [0.2, -0.2, -0.2], [1.4, -1.9, 0.8], [0.0, 0.4, 1.3], [0.8, 0.6, 0.7]]
}

---

{
  "formula": "C30H28N7OSn",
  "method": "wB97M-V/def2-TZVPD",
  "homo_lumo_gap_ev": 7.570,
  "total_charge": 3,
  "elements": ["Sn", "C", "N", "C", "C", "C", "C", "C", "C", "N", "C", "C", "C", "C", "C", "C", "N", "C", "C", "C", "C", "C", "N", "H", "H", "H", "H", "H", "H", "H", "H", "H", "H", "H", "H", "H", "H", "H", "H", "H", "H", "O", "C", "N", "C", "C", "C", "C", "C", "C", "N", "C", "C", "C", "C", "C", "N", "H", "H", "H", "H", "H", "H", "H", "H", "H", "H"],
  "coordinates": [[0.012296, 0.164599, -0.320548], [-0.914259, 0.203061, 2.764430], [0.435625, 0.195592, 2.186009], [1.202615, 1.359574, 2.565847], [0.719756, 2.571163, 1.858157], [0.627997, 3.806555, 2.473000], [0.283413, 4.910531, 1.704780], [0.056221, 4.747375, 0.343019], [0.164078, 3.480344, -0.197634], [0.470046, 2.419064, 0.560144], [1.201285, -1.009675, 2.451105], [2.363957, -1.055456, 1.483596], [3.542722, -1.696260, 1.830892], [4.581463, -1.743129, 0.914656], [4.423853, -1.122694, -0.315933], [3.236209, -0.475729, -0.581144], [2.221801, -0.455255, 0.297353], [-1.729203, -0.907900, 2.184875], [-2.444917, -1.801425, 2.960978], [-3.167101, -2.810361, 2.333424], [-3.164638, -2.886860, 0.946881], [-2.416443, -1.963444, 0.241232], [-1.714139, -1.008908, 0.865241], [-0.902218, 0.104388, 3.854075], [-1.369498, 1.166952, 2.520027], [1.211344, 1.512990, 3.648898], [2.234740, 1.195568, 2.247742], [0.841624, 3.905799, 3.529170], [0.209237, 5.890152, 2.158794], [-0.193364, 5.587487, -0.289416], [0.008507, 3.299013, -1.253296], [1.591401, -1.043284, 3.473110], [0.556195, -1.881005, 2.316497], [3.640769, -2.151509, 2.807958], [5.508274, -2.246428, 1.157213], [5.214116, -1.128398, -1.053822], [3.085412, 0.054108, -1.507965], [-2.434425, -1.708745, 4.039294], [-3.731689, -3.522270, 2.921884], [-3.725469, -3.646179, 0.420308], [-2.374876, -1.972316, -0.841707], [-0.614247, 1.343764, -4.419561], [-0.624419, 1.210174, -3.220621], [0.341419, 0.547573, -2.509879], [1.024162, -0.474623, -3.264364], [0.891905, -1.863467, -2.688961], [1.244181, -2.970624, -3.453771], [1.228597, -4.216333, -2.853765], [0.853969, -4.329552, -1.515958], [0.495299, -3.189548, -0.834025], [0.515379, -1.985611, -1.431220], [-1.749611, 1.791479, -2.425163], [-2.677146, 2.591454, -3.076228], [-3.757889, 3.069258, -2.349087], [-3.876150, 2.733211, -1.006287], [-2.910055, 1.924240, -0.437414], [-1.874686, 1.465374, -1.148186], [0.661854, -0.474661, -4.292092], [2.097429, -0.252464, -3.287161], [1.528823, -2.843489, -4.490257], [1.515976, -5.092332, -3.421104], [0.844424, -5.287238, -1.014093], [0.201301, -3.215090, 0.208714], [-2.527951, 2.819156, -4.121330], [-4.505456, 3.686546, -2.829718], [-4.711255, 3.075862, -0.411705], [-2.978603, 1.599834, 0.594130]],
  "forces_ev_per_angstrom": [[0.4, 0.6, -1.2], [0.1, 0.0, 0.4], [-0.8, -0.4, -0.6], [0.5, 0.4, 0.2], [0.0, 0.6, 0.1], [0.1, 0.0, -0.1], [0.0, 0.0, -0.1], [0.1, 0.0, 0.0], [0.0, 0.2, 0.0], [-0.5, -1.0, -1.0], [0.2, -0.3, -0.2], [0.3, -0.3, 0.2], [-0.1, 0.0, 0.0], [0.0, -0.1, 0.0], [0.0, 0.1, 0.0], [0.0, 0.0, 0.0], [-0.7, 0.2, -0.2], [-0.1, -0.2, 0.6], [-0.1, 0.0, 0.0], [0.0, 0.1, 0.0], [0.0, 0.1, 0.0], [-0.2, -0.1, -0.2], [1.0, 0.4, -1.4], [0.1, 0.1, 0.0], [0.0, 0.0, 0.1], [-0.1, -0.1, 0.0], [0.0, 0.0, 0.2], [0.0, 0.0, 0.0], [0.0, 0.0, 0.0], [0.0, 0.0, 0.0], [0.0, 0.1, 0.1], [-0.1, 0.1, 0.0], [0.0, -0.1, 0.0], [0.0, 0.0, 0.0], [0.0, 0.0, 0.0], [0.0, 0.1, 0.0], [0.0, 0.1, -0.1], [0.0, 0.0, 0.0], [0.0, 0.0, 0.0], [0.0, 0.0, 0.0], [0.0, 0.0, 0.0], [0.0, -0.1, 0.0], [0.1, 0.2, 0.1], [-0.3, -0.6, 2.0], [0.6, 0.0, 0.1], [0.1, 0.2, -0.4], [0.0, -0.2, 0.2], [0.1, 0.1, -0.2], [0.0, 0.0, 0.2], [0.1, -0.2, -0.1], [-0.7, 0.7, 1.2], [-0.3, 0.3, -0.6], [0.0, 0.1, 0.2], [0.0, 0.0, -0.1], [0.1, -0.1, 0.1], [-0.2, 0.0, 0.0], [0.7, -0.8, 1.1], [0.0, 0.1, 0.0], [-0.1, -0.1, -0.3], [0.0, 0.0, 0.0], [0.0, 0.0, 0.0], [0.0, 0.0, 0.0], [0.0, -0.1, 0.0], [0.0, 0.0, 0.0], [0.0, 0.0, 0.0], [0.0, 0.0, 0.0], [0.0, 0.1, 0.0]]
}

---

{
  "formula": "C5H34NO12",
  "method": "wB97M-V/def2-TZVPD",
  "homo_lumo_gap_ev": 9.070,
  "total_charge": -1,
  "elements": ["C", "N", "C", "C", "C", "C", "O", "H", "H", "H", "H", "H", "H", "H", "H", "H", "H", "H", "H", "H", "H", "O", "H", "H", "O", "H", "H", "O", "H", "H", "O", "H", "H", "O", "H", "H", "O", "H", "H", "O", "H", "H", "O", "H", "H", "O", "H", "H", "O", "H", "H", "O"],
  "coordinates": [[0.389308, -0.470095, -1.356660], [0.381494, -0.405766, 0.112736], [0.151404, 3.401437, 0.073471], [-0.444009, 1.935321, -0.261018], [0.536740, 1.044762, 0.491966], [0.274887, 1.214214, 2.034271], [-1.049979, 1.174371, 2.436858], [0.467552, -1.501323, -1.722440], [1.240384, 0.189189, -1.653649], [-0.575065, -0.217551, -1.764197], [-0.364521, -0.849616, 0.640769], [0.264582, 3.918004, -0.893294], [-0.553376, 3.981446, 0.632684], [1.173692, 3.387800, 0.396905], [-1.594196, 1.669679, -0.180326], [-0.066616, 1.732986, -1.347308], [1.618800, 1.182530, 0.536837], [0.965755, 0.458825, 2.547275], [0.669856, 2.198405, 2.191165], [2.003775, -1.060032, 1.135627], [3.050585, -2.138364, 1.071881], [3.013061, -1.230029, 1.215966], [2.694321, -3.735106, -0.602708], [1.611657, -3.421423, 0.490061], [2.512444, -3.709134, 0.349222], [-2.049941, -1.470141, 2.932734], [-1.521126, 0.439307, 2.104996], [-2.199119, -1.205148, 2.081137], [2.681675, 2.157913, -3.215169], [1.851593, 1.260386, -3.975623], [2.205574, 2.142751, -4.080464], [-3.914346, 0.894106, -1.031849], [-3.982999, -0.384350, -1.769980], [-3.801391, 0.560066, -1.941333], [-3.563200, 2.582486, 1.082166], [-2.346969, 2.432460, 1.939405], [-3.027212, 2.941692, 1.752242], [2.084855, 2.052009, -1.322572], [2.308036, 3.364518, -1.826421], [2.839249, 2.562670, -1.576707], [-3.542044, -1.060297, 0.752103], [-3.232126, -2.329527, -0.219181], [-3.751844, -1.533550, -0.192573], [-2.350609, -2.297902, 1.389863], [-2.386291, -3.855179, 1.521547], [-2.090588, -3.339287, 0.877762], [3.473276, -0.681143, -0.373169], [4.441640, 0.203187, -1.251201], [3.820786, -0.504696, -1.267924], [0.204817, -5.145341, 0.773608], [-0.661624, -3.997818, 0.183259], [0.137393, -4.539703, 0.077247]],
  "forces_ev_per_angstrom": [[-0.1, -1.2, 0.8], [1.0, 1.1, 0.3], [-1.8, -0.6, -2.5], [2.6, 0.9, -2.0], [-2.3, -3.0, 2.8], [1.4, -1.5, -1.1], [0.9, 2.4, 1.0], [0.8, 0.1, 0.3], [-0.7, -0.9, -0.4], [-0.3, 0.9, -0.4], [-0.5, 0.0, -0.6], [-0.4, 0.1, 0.1], [0.0, 0.4, 0.8], [0.2, -0.3, 1.0], [2.7, 0.8, 0.1], [-1.7, 0.7, 1.5], [0.1, 0.9, -1.2], [-1.0, 0.8, -0.3], [0.1, 0.6, 0.8], [1.8, -0.1, -0.2], [0.4, -3.0, -0.5], [-2.2, 3.5, 0.7], [-0.5, 0.1, 0.5], [-0.7, -0.4, -0.6], [1.9, -0.1, 0.1], [0.5, -1.0, 3.4], [-1.0, -2.6, -0.6], [-1.1, 1.0, -3.9], [0.1, 0.5, -0.7], [-0.5, -0.5, -0.6], [0.4, -0.2, 0.6], [0.1, -0.1, -0.7], [0.3, 0.2, 0.1], [-0.4, 0.1, 0.5], [-0.7, -0.8, -1.1], [5.3, -4.3, 1.4], [-4.8, 5.3, -0.2], [-0.5, -1.4, 0.7], [1.2, -0.4, 0.2], [-0.4, 2.0, -0.3], [-0.3, -2.0, -3.0], [0.6, -0.7, 0.4], [-0.7, 2.7, 2.4], [1.7, -0.4, 0.2], [-2.0, -4.0, 4.1], [1.2, 4.2, -3.8], [0.3, 0.1, 0.3], [0.5, 0.8, 0.4], [-0.8, -0.8, -0.8], [-0.1, -1.2, 1.6], [-0.7, -0.1, 0.6], [0.2, 1.1, -2.2]]
}

---

{
  "formula": "C5H10PS2",
  "method": "wB97M-V/def2-TZVPD",
  "homo_lumo_gap_ev": [6.129, 6.131],
  "total_charge": 1,
  "elements": ["C", "C", "C", "C", "C", "P", "S", "S", "H", "H", "H", "H", "H", "H", "H", "H", "H", "H"],
  "coordinates": [[0.253195, -1.794460, 1.264184], [-0.446282, 0.965463, 1.668245], [-1.080301, -0.021793, -0.568797], [-1.002707, 0.250465, -2.077237], [1.962943, 0.286076, -0.109166], [0.321741, -0.204626, 0.531395], [-2.048115, -1.623459, -0.192056], [-1.717429, 1.375239, 0.391443], [1.094644, -2.441656, 0.985067], [-0.628954, -1.797249, 1.933762], [-0.868811, 0.465890, 2.446300], [0.132941, 1.853174, 2.130511], [-0.408276, 1.287054, -2.076407], [-2.093434, 0.537180, -2.499426], [-0.548006, -0.428661, -2.734526], [2.126988, -0.235766, -1.147104], [2.867780, 0.154460, 0.422744], [2.082075, 1.372668, -0.368940]],
  "forces_ev_per_angstrom": [[-2.2, 0.3, -1.7], [1.6, 2.8, -1.3], [-0.8, -0.9, -1.3], [-1.6, 4.8, 0.9], [-0.5, 0.4, -3.4], [1.1, 1.3, 0.1], [3.0, 0.1, 1.0], [0.1, 0.8, 0.2], [-1.0, -0.6, 0.6], [1.4, -0.9, 0.3], [-1.3, -1.5, 2.3], [-0.8, -1.4, -1.2], [-1.2, -2.1, -0.6], [2.4, -0.8, 1.0], [0.6, -1.3, -0.4], [-0.4, 0.7, 1.9], [0.5, -0.9, 1.3], [-1.0, -0.7, 0.2]]
}